Entry 1:
DFT (wB97M-V/def2-TZVPD) results for a cluster of 5 separate species, C17H31N5O2 in total.

Properties
- ΔE to the lowest compared entry with this formula, charge and spin (kcal per mole) = 106.56
- strongest force on any atom (eV/A) = 3.7
- HOMO level (eV) = -11.0
- SMILES = C[N+](=O)[O-].CCCC#N.CCCC#N.CCCC#N.CCCC#N
- HOMO-LUMO gap (eV) = 11.20

Each line ends with the natural charge from an NBO analysis.
CARTESIAN COORDINATES (ANGSTROEM)
C1 -1.42 -0.26 -1.17  -0.48
N1 -0.10 -0.74 -0.57  0.55
O1 0.85 -0.94 -1.29  -0.39
O2 -0.10 -0.92 0.64  -0.40
H1 -1.48 -0.73 -2.14  0.22
H2 -1.37 0.81 -1.24  0.25
H3 -2.20 -0.61 -0.51  0.26
C2 -0.20 1.40 3.05  -0.62
C3 -0.81 0.25 3.84  -0.37
C4 -2.37 0.21 3.86  -0.52
C5 -2.92 -0.01 2.52  0.33
N2 -3.28 -0.09 1.44  -0.38
H4 -0.59 1.43 2.00  0.20
H5 0.88 1.36 3.04  0.24
H6 -0.49 2.37 3.54  0.20
H7 -0.46 0.40 4.86  0.21
H8 -0.50 -0.68 3.39  0.21
H9 -2.66 1.18 4.21  0.25
H10 -2.73 -0.56 4.53  0.25
C6 2.89 2.61 -0.98  -0.62
C7 1.47 2.80 -0.45  -0.39
C8 1.41 4.07 0.37  -0.51
C9 2.13 3.85 1.61  0.30
N3 2.63 3.29 2.49  -0.35
H11 3.03 1.64 -1.44  0.21
H12 3.67 2.75 -0.23  0.22
H13 3.09 3.34 -1.79  0.20
H14 1.13 1.94 0.19  0.21
H15 0.75 2.84 -1.24  0.24
H16 0.36 4.24 0.64  0.25
H17 1.82 4.99 -0.07  0.24
C10 1.47 1.45 -6.31  -0.62
C11 1.66 0.05 -5.67  -0.38
C12 1.95 0.25 -4.15  -0.53
C13 0.95 1.16 -3.57  0.33
N4 0.17 1.97 -3.31  -0.39
H18 1.28 1.30 -7.39  0.22
H19 2.33 2.09 -6.17  0.21
H20 0.55 1.89 -5.84  0.23
H21 2.44 -0.60 -6.07  0.21
H22 0.76 -0.52 -5.79  0.20
H23 2.98 0.63 -4.00  0.25
H24 1.90 -0.72 -3.62  0.27
C14 -1.13 -4.94 3.46  -0.63
C15 -1.04 -4.55 2.00  -0.37
C16 -2.08 -3.40 1.64  -0.52
C17 -3.37 -3.83 2.04  0.29
N5 -4.38 -4.18 2.49  -0.34
H25 -0.66 -4.17 4.08  0.21
H26 -0.67 -5.96 3.66  0.22
H27 -2.19 -5.06 3.66  0.23
H28 -1.33 -5.34 1.33  0.20
H29 -0.11 -4.15 1.58  0.22
H30 -2.08 -3.12 0.58  0.25
H31 -1.85 -2.45 2.23  0.25

***

Entry 2:
DFT (wB97M-V/def2-TZVPD) results for a structure of composition C17H32BF4LiO9.

Properties
- ΔE to the lowest compared entry with this formula, charge and spin (kcal per mole) = 79.91
- strongest force on any atom (eV/A) = 15.2
- HOMO level (eV) = -7.5
- HOMO-LUMO gap (eV) = 7.01

Each line ends with the natural charge from an NBO analysis.
CARTESIAN COORDINATES (ANGSTROEM)
Li1 0.18 -1.88 -3.69  0.94
B1 0.21 -0.45 -1.28  1.32
F1 0.58 -0.74 -0.03  -0.54
F2 -0.49 0.79 -1.27  -0.57
F3 1.22 -0.50 -2.14  -0.55
F4 -0.84 -1.42 -1.60  -0.61
C1 2.50 -3.55 -2.09  -0.26
O1 1.86 -3.16 -3.37  -0.81
H1 3.19 -2.72 -1.85  0.21
H2 2.73 -4.50 -2.01  0.18
H3 1.84 -3.25 -1.33  0.21
H4 2.49 -3.44 -4.13  0.49
C2 1.08 -0.71 3.38  -0.26
O2 0.12 -1.13 4.37  -0.70
H5 1.48 -1.52 2.84  0.18
H6 2.00 -0.23 3.98  0.16
H7 0.70 -0.11 2.55  0.18
H8 -0.26 -0.48 4.72  0.44
C3 2.29 -0.73 -5.65  -0.28
O3 0.98 -0.42 -5.09  -0.81
H9 3.04 0.05 -5.17  0.21
H10 2.05 -0.35 -6.83  0.19
H11 2.74 -1.84 -5.43  0.19
H12 0.53 0.34 -5.55  0.51
C4 3.77 1.74 -1.70  -0.25
O4 3.72 0.44 -2.32  -0.72
H13 4.08 1.82 -0.70  0.17
H14 3.00 2.40 -1.82  0.18
H15 4.67 2.50 -2.13  0.14
H16 2.87 0.22 -2.38  0.47
C5 -3.41 0.60 -3.42  -0.18
O5 -2.16 0.10 -3.47  -0.74
H17 -3.48 1.43 -3.03  0.15
H18 -3.97 -0.19 -2.72  0.13
H19 -3.85 0.67 -4.33  0.16
H20 -1.78 0.17 -2.64  0.49
C6 2.29 3.55 2.02  -0.25
C7 1.28 2.72 1.56  -0.31
C8 0.01 3.11 1.62  0.34
C9 -0.37 4.29 2.19  -0.28
C10 0.55 5.17 2.67  -0.25
C11 2.00 4.79 2.57  0.25
O6 2.91 5.69 3.07  -0.66
O7 -0.95 2.25 1.22  -0.70
H21 3.46 3.34 1.92  0.22
H22 1.42 1.70 1.19  0.22
H23 -1.47 4.84 2.35  0.23
H24 0.18 6.08 3.32  0.21
H25 2.62 6.25 3.58  0.45
H26 -0.54 1.47 0.67  0.51
C12 -3.64 -1.97 3.90  -0.18
C13 -2.93 -1.17 3.12  -0.27
C14 -2.69 -1.60 1.77  0.30
C15 -3.16 -2.83 1.39  -0.33
C16 -3.86 -3.69 2.39  -0.21
C17 -4.09 -3.28 3.61  0.21
O8 -4.68 -4.14 4.54  -0.73
O9 -2.16 -0.74 0.86  -0.63
H27 -4.08 -1.67 5.02  0.21
H28 -2.59 -0.28 3.59  0.23
H29 -3.48 -3.19 0.42  0.22
H30 -4.29 -4.76 2.07  0.20
H31 -5.54 -4.65 4.35  0.50
H32 -1.82 -1.24 0.34  0.45

***

Entry 3:
DFT (wB97M-V/def2-TZVPD) results for a cluster of 4 separate species, C17H32BN2O9 in total.

Properties
- total charge = +1
- ΔE to the lowest compared entry with this formula, charge and spin (kcal per mole) = 103.18
- strongest force on any atom (eV/A) = 5.4
- HOMO level (eV) = -11.5
- HOMO-LUMO gap (eV) = 6.20

Each line ends with the natural charge from an NBO analysis.
CARTESIAN COORDINATES (ANGSTROEM)
O1 -0.52 2.77 -0.45  -0.93
B1 -1.56 3.01 -1.42  1.24
O2 -2.67 3.91 -1.16  -0.92
C1 -1.58 2.29 -2.91  -0.86
C2 -1.29 3.43 -3.96  0.09
C3 -0.25 4.53 -3.75  -0.21
C4 -0.25 5.48 -4.92  0.06
N1 -1.09 5.34 -6.01  -0.25
N2 -1.98 4.41 -6.30  -0.13
C5 -2.04 3.50 -5.27  0.46
O3 -3.01 2.48 -5.47  -0.65
H1 0.15 3.48 -0.57  0.51
H2 -2.39 4.76 -1.56  0.50
H3 -2.59 1.78 -3.08  0.29
H4 -0.77 1.48 -2.96  0.31
H5 0.40 4.63 -2.84  0.27
H6 0.47 6.35 -4.89  0.27
H7 -1.02 6.07 -6.74  0.45
H8 -2.59 1.61 -5.29  0.51
O4 4.79 0.08 -0.34  -0.57
C6 3.74 -0.13 0.20  0.80
O5 2.72 0.74 0.07  -0.52
C7 1.38 0.49 0.50  -0.08
C8 1.19 0.83 1.96  -0.63
C9 3.56 -1.33 1.09  -0.75
H9 1.08 -0.54 0.27  0.18
H10 0.74 1.14 -0.11  0.21
H11 1.82 0.21 2.60  0.22
H12 0.15 0.70 2.26  0.23
H13 1.48 1.87 2.14  0.20
H14 3.89 -1.08 2.09  0.24
H15 4.17 -2.15 0.70  0.25
H16 2.53 -1.70 1.12  0.23
O6 0.77 -1.74 3.38  -0.60
C10 1.39 -2.45 4.15  0.81
O7 1.18 -2.34 5.47  -0.50
C11 1.69 -3.26 6.45  -0.07
C12 3.09 -2.87 6.87  -0.64
C13 2.46 -3.38 3.66  -0.75
H17 1.64 -4.29 6.09  0.18
H18 1.03 -3.19 7.31  0.20
H19 3.80 -2.91 6.04  0.21
H20 3.46 -3.53 7.66  0.23
H21 3.11 -1.84 7.25  0.22
H22 3.40 -2.84 3.58  0.25
H23 2.17 -3.75 2.67  0.24
H24 2.59 -4.26 4.28  0.23
O8 -0.46 -1.84 -2.79  -0.58
C14 -1.52 -2.06 -2.25  0.80
O9 -2.54 -1.19 -2.39  -0.53
C15 -3.89 -1.45 -1.97  -0.07
C16 -4.08 -1.09 -0.51  -0.64
C17 -1.69 -3.25 -1.35  -0.75
H25 -4.18 -2.48 -2.19  0.19
H26 -4.53 -0.81 -2.58  0.19
H27 -3.46 -1.70 0.14  0.22
H28 -5.13 -1.23 -0.22  0.23
H29 -3.81 -0.05 -0.33  0.21
H30 -1.36 -2.99 -0.34  0.25
H31 -1.07 -4.06 -1.73  0.26
H32 -2.71 -3.63 -1.32  0.22

***

Entry 4:
DFT (wB97M-V/def2-TZVPD) results for a structure of composition C17H32Cl2O2P2Ti.

Properties
- ΔE to the lowest compared entry with this formula, charge and spin (kcal per mole) = 99.55
- strongest force on any atom (eV/A) = 7.7
- multiplicity = 3
- HOMO level (spin up / spin down) (eV) = -7.4 / -7.4
- HOMO-LUMO gap (spin up / spin down) (eV) = 7.28 / 5.82

Each line ends with the natural charge from an NBO analysis.
CARTESIAN COORDINATES (ANGSTROEM)
P1 0.21 -3.17 1.15  0.86
P2 -0.93 3.58 1.76  0.85
C1 -1.19 1.02 0.43  -0.63
C2 -0.46 2.32 0.38  -0.80
H1 -1.62 0.65 1.37  0.24
H2 -1.77 0.80 -0.49  0.20
H3 0.65 2.19 0.59  0.28
H4 -0.69 2.91 -0.54  0.22
C3 -2.68 3.66 1.26  -0.96
H5 -3.27 3.93 2.16  0.24
H6 -3.00 2.65 0.93  0.24
H7 -2.86 4.39 0.47  0.22
C4 0.40 4.69 1.17  -0.94
H8 0.08 5.30 0.33  0.22
H9 1.28 4.08 0.87  0.25
H10 0.71 5.33 2.01  0.24
C5 -1.41 -3.90 0.54  -0.94
H11 -1.90 -4.48 1.33  0.23
H12 -1.25 -4.49 -0.38  0.22
H13 -2.02 -3.03 0.28  0.22
C6 1.56 -4.35 0.63  -0.94
H14 2.48 -3.77 0.74  0.23
H15 1.44 -4.60 -0.43  0.23
H16 1.60 -5.24 1.26  0.22
Ti1 0.47 0.11 -0.73  1.65
C7 0.78 1.32 -2.13  -0.70
C8 -0.65 1.40 -2.28  -0.16
C9 -1.48 0.43 -3.02  -0.46
C10 -0.82 -0.94 -3.15  -0.42
C11 -0.02 -1.40 -1.94  -0.55
C12 1.43 -1.36 -1.90  -0.44
C13 2.22 -0.61 -2.96  -0.44
C14 1.66 0.79 -3.28  -0.38
C15 -0.03 -3.49 2.95  -0.94
H17 1.30 2.09 -1.52  0.27
H18 -1.11 2.38 -2.28  0.22
H19 -1.85 0.76 -4.01  0.24
H20 -2.40 0.29 -2.43  0.22
H21 -1.56 -1.74 -3.29  0.23
H22 -0.12 -0.99 -3.98  0.21
H23 -0.49 -2.16 -1.31  0.26
H24 2.00 -2.09 -1.32  0.24
H25 2.17 -1.24 -3.88  0.22
H26 3.29 -0.47 -2.71  0.22
H27 2.47 1.52 -3.43  0.23
H28 1.11 0.79 -4.24  0.21
H29 0.62 -2.78 3.49  0.26
H30 0.15 -4.53 3.28  0.21
H31 -1.06 -3.21 3.18  0.23
Cl1 0.00 2.31 4.45  -0.07
C16 0.97 0.74 4.14  -0.27
Cl2 0.38 -0.51 5.24  -0.03
C17 1.07 0.38 2.60  0.75
O1 1.70 1.28 1.98  -0.74
O2 0.49 -0.62 2.12  -0.71
H32 1.95 1.07 4.51  0.23